(1)
The following is a DFT calculation (ωB97M-V with the def2-TZVPD basis set) of a 2-piece molecular cluster, C7H16OS3 overall in a non-equilibrium geometry.

XYZ file:
```
27
Properties=species:S:1:pos:R:3:forces:R:3
C -0.18769 4.32977 0.64181 0.15 0.08 0.06
C -0.89965 -0.27436 2.48646 -0.02 -0.07 -0.09
C 2.02314 -2.77915 -1.31276 0.03 0.09 -0.08
C -0.97375 -1.50606 -2.53816 0.08 -0.56 0.26
C 0.86798 3.46995 -0.02971 -0.58 -0.18 -0.17
C -0.69330 -0.68041 1.04106 0.28 -0.14 -0.06
C 0.76519 -2.37916 -0.62944 -0.52 -0.45 -0.63
O -1.82555 -2.95985 -0.48517 -1.12 -0.32 0.62
S 0.14106 2.27952 -1.18197 0.25 0.07 0.04
S 0.84510 -1.67309 0.90447 -0.46 0.19 0.30
S -0.72397 -2.98174 -1.44690 1.24 1.19 -0.39
H -0.75205 4.88501 -0.10478 -0.06 0.03 0.02
H -0.88063 3.71170 1.20891 -0.05 0.00 0.02
H 0.28516 5.03838 1.32227 -0.04 0.07 0.06
H -1.79661 0.33908 2.55904 -0.01 0.05 0.06
H -1.03238 -1.15340 3.11699 0.00 0.02 0.02
H -0.05570 0.29661 2.86116 0.12 0.12 0.14
H 2.17274 -2.15293 -2.19543 0.20 0.04 -0.14
H 1.98233 -3.81434 -1.64974 0.07 -0.10 -0.01
H 2.88115 -2.64545 -0.65919 0.12 -0.03 0.00
H -0.13982 -1.45616 -3.23071 0.12 0.03 -0.11
H -1.03624 -0.59650 -1.94916 0.02 -0.02 0.18
H -1.90064 -1.66805 -3.07961 -0.09 -0.08 -0.07
H 1.43586 2.89565 0.70453 0.17 0.01 -0.09
H 1.56175 4.08476 -0.60694 0.15 -0.13 0.02
H -0.55216 0.18877 0.38986 -0.14 -0.06 0.06
H -1.51693 -1.29855 0.68848 0.10 0.15 -0.06
```
Forces are in eV/Å.

Results
- Orbital gap (spin up / spin down): 9.0 / 4.8 eV
- Multiplicity: 1
- Net charge: 0
- Relative energy (zero: lowest compared OMol25 entry of this formula, charge and spin): 0.00 kJ/mol
- Total energy: -1545.9808 a.u.
- LUMO level (spin up / spin down): -0.01 / -2.10 eV
- Highest occupied orbital energy (spin up / spin down): -8.982 / -6.926 eV

=====

(2)
The following is a DFT calculation (ωB97M-V with the def2-TZVPD basis set) of one molecule with the formula C4H7Cl2N in a non-equilibrium geometry.

XYZ file:
```
14
Properties=species:S:1:pos:R:3:forces:R:3
Cl -0.88741 2.39581 0.45746 -0.11 -0.26 0.45
C -0.87765 0.67763 0.99649 0.75 -0.40 -0.63
C -0.47182 -0.19236 -0.24183 0.56 0.30 1.23
Cl -0.73928 -1.81834 0.31355 -0.24 -1.52 0.31
C 0.97371 -0.07733 -0.78287 -1.20 1.49 1.82
C 2.26086 -0.70250 -0.26282 -0.76 0.75 0.95
N 1.59601 -1.09347 -1.47381 1.01 -1.58 -3.61
H -0.22375 0.53064 1.86872 0.26 0.31 -0.60
H -1.84971 0.34733 1.36852 -0.16 0.44 -0.52
H -1.21506 -0.00510 -1.00411 0.08 0.15 -0.43
H 1.10729 0.88742 -1.20723 0.15 1.02 -0.09
H 2.29851 -1.36671 0.61997 -0.45 -0.04 -0.94
H 3.09329 -0.02551 -0.25030 0.39 0.23 -0.42
H 1.96057 -0.76331 -2.43983 -0.28 -0.90 2.49
```
Forces are in eV/Å.

Results
- Orbital gap: 10.6 eV
- Multiplicity: 1
- Net charge: 0
- Relative energy (zero: lowest compared OMol25 entry of this formula, charge and spin): 105.62 kJ/mol
- SMILES string: ClC[C@H](Cl)[C@H]1CN1
- Total energy: -1131.6982 a.u.
- LUMO level: 0.89 eV
- Highest occupied orbital energy: -9.700 eV